# 1
Below is one molecule with the formula CH2IN2PS in a non-equilibrium geometry, with properties calculated with wB97M-V/def2-TZVPD.

ΔE to the lowest compared entry with this formula, charge and spin   63.21 kcal/mol
E_LUMO   -0.232 eV
E   -1185.93892 hartree
Orbital gap   8.57 eV

XYZ file:
```
8
Properties=species:S:1:pos:R:3:nbo_charge:R:1
C 3.71 0.56 -0.24 -0.0188
N 2.63 0.79 0.19 -0.0238
N 1.39 0.95 0.32 -0.6641
P 0.46 -0.51 0.29 1.0363
S 1.42 -2.16 0.19 -0.5709
I 5.57 0.02 -0.14 0.3585
H -0.27 -0.42 -0.83 -0.0650
H -0.29 0.01 1.26 -0.0522
```

# 2
Below is a 5-piece molecular cluster, C27H60O9P overall in a non-equilibrium geometry, with properties calculated with wB97M-V/def2-TZVPD.

E_LUMO   1.858 eV
Total charge   -1
E   -2082.60306 hartree
Orbital gap   5.16 eV

XYZ file:
```
97
Properties=species:S:1:pos:R:3:lowdin_charge:R:1
C 4.69 -3.70 3.16 -0.3725
P 5.55 -2.46 1.93 0.2170
C 4.94 -1.00 2.98 -0.3613
C 3.60 -0.24 2.42 -0.3797
C 4.02 1.12 1.55 -0.0764
O 2.83 0.25 3.58 -0.2312
C 1.97 -0.79 4.17 -0.1927
C 0.67 -1.14 3.19 -0.1034
C 0.47 -2.73 2.81 -0.0173
C -0.78 -3.12 1.81 -0.0800
C -1.72 -1.89 1.25 -0.1003
C -1.53 -0.29 1.65 -0.0719
C -0.28 0.09 2.65 -0.0128
H 3.59 -3.33 3.43 -0.0011
H 5.39 -3.72 4.13 0.0288
H 4.69 -4.80 2.74 0.0141
H 4.35 -2.54 1.14 -0.0615
H 6.16 -1.59 0.92 -0.0766
H 6.81 -2.52 2.67 -0.0556
H 6.03 -3.64 1.18 -0.0886
H 5.81 -0.17 2.97 0.0779
H 4.81 -1.39 4.09 0.0728
H 3.00 -0.91 1.67 0.1211
H 3.54 2.06 2.11 0.0789
H 3.44 1.07 0.51 0.0674
H 5.17 1.25 1.43 0.0700
H 2.54 -1.76 4.52 0.1063
H 1.50 -0.31 5.15 0.1317
H 1.21 -3.52 3.26 0.0820
H -0.89 -4.25 1.52 0.0772
H -2.59 -2.18 0.51 0.0633
H -2.23 0.56 1.22 0.0747
H 0.00 1.18 2.99 0.0971
C -2.10 4.34 -2.12 -0.1143
O -1.26 5.19 -1.36 -0.1944
C -1.57 5.15 0.03 -0.1954
C -0.59 4.26 0.80 -0.1911
O -0.74 2.88 0.42 -0.2214
C 0.27 2.47 -0.50 -0.1001
H -1.66 4.21 -3.11 0.0876
H -2.22 3.35 -1.66 0.0863
H -3.09 4.81 -2.24 0.0826
H -2.60 4.84 0.20 0.1219
H -1.46 6.18 0.41 0.1206
H -0.82 4.31 1.87 0.1218
H 0.44 4.59 0.66 0.1271
H 1.21 2.31 0.03 0.0775
H 0.42 3.20 -1.30 0.0829
H -0.05 1.53 -0.96 0.0914
C -6.50 4.89 -6.87 -0.1129
O -5.16 5.12 -7.30 -0.1964
C -4.43 5.94 -6.38 -0.1929
C -3.52 5.10 -5.49 -0.1971
O -4.28 4.26 -4.61 -0.2170
C -4.35 2.92 -5.08 -0.0967
H -6.91 4.07 -7.45 0.0897
H -6.55 4.63 -5.81 0.0818
H -7.10 5.79 -7.05 0.0857
H -5.11 6.56 -5.78 0.1241
H -3.81 6.61 -6.99 0.1231
H -2.93 5.77 -4.85 0.1189
H -2.82 4.51 -6.09 0.1282
H -3.40 2.41 -4.88 0.0896
H -4.57 2.86 -6.15 0.0857
H -5.14 2.41 -4.53 0.0799
C -9.03 1.55 -3.11 -0.1132
O -7.61 1.49 -2.96 -0.2039
C -7.14 2.27 -1.86 -0.1915
C -6.85 1.39 -0.64 -0.1891
O -8.05 0.80 -0.12 -0.1974
C -8.21 -0.55 -0.53 -0.1122
H -9.34 0.75 -3.78 0.0890
H -9.54 1.43 -2.15 0.0831
H -9.31 2.51 -3.55 0.0855
H -7.86 3.06 -1.61 0.1252
H -6.21 2.74 -2.18 0.1158
H -6.43 2.01 0.15 0.1242
H -6.11 0.61 -0.88 0.1265
H -7.54 -1.19 0.06 0.0882
H -8.00 -0.69 -1.59 0.0825
H -9.24 -0.85 -0.34 0.0880
C 8.90 -7.28 4.78 -0.1189
O 8.22 -8.03 3.78 -0.2060
C 7.01 -7.39 3.36 -0.1939
C 7.21 -6.67 2.02 -0.1987
O 8.10 -5.56 2.16 -0.2046
C 9.41 -5.87 1.69 -0.1167
H 9.92 -7.67 4.87 0.0837
H 8.96 -6.21 4.52 0.0858
H 8.39 -7.40 5.74 0.0834
H 6.63 -6.72 4.13 0.1217
H 6.27 -8.19 3.22 0.1196
H 6.24 -6.26 1.70 0.1018
H 7.55 -7.36 1.24 0.1201
H 9.43 -5.85 0.60 0.0838
H 9.76 -6.84 2.05 0.0767
H 10.10 -5.10 2.07 0.0873
```

Number 2 is which compound? C27H60O9P

The highest E belongs to which entry? CH2IN2PS